(1)
# C3H3I

C3H3I in the gas phase in a non-equilibrium geometry (the ωB97M-V functional and the def2-TZVPD basis, the Open Molecules 2025 dataset).

```
7
Properties=species:S:1:pos:R:3:mulliken_charge:R:1
C -0.67434 -0.66070 0.32043 -0.075
C 0.41527 0.08234 -0.24931 -0.720
C -0.81574 0.67723 0.39912 -0.240
I 2.86816 -0.15188 0.05440 -0.002
H -0.78941 -1.71422 0.28670 0.408
H 0.48366 0.21079 -1.30302 0.314
H -1.48760 1.55643 0.49169 0.315
```

Values from the calculation:
<S²>   2.008
Spin multiplicity   3
Max |F|   0.0732 Eh/bohr
HOMO level (alpha / beta)   -0.226 / -0.338 Eh
Relative energy (zero: lowest compared OMol25 entry of this formula, charge and spin)   1.892 eV
Total energy   -413.5598 hartree
Frontier orbital gap (alpha / beta)   7.0 / 6.3 eV

---

(2)
# C3H6N5O2

2 unconnected molecules or ions with the total composition C3H6N5O2 in a non-equilibrium geometry (the ωB97M-V functional and the def2-TZVPD basis, the Open Molecules 2025 dataset).

```
16
Properties=species:S:1:pos:R:3:mulliken_charge:R:1
C -0.24587 -0.27703 -1.26647 -0.245
C 0.49655 0.19902 0.73331 0.170
C 2.93664 0.12983 0.29199 -0.585
N 1.03442 -0.24682 -1.36698 -0.606
N 1.48941 0.01023 -0.09697 0.446
N -0.69291 -0.01693 0.05758 0.686
N -1.95433 0.04752 0.57719 -1.260
N -3.09588 0.18345 -0.25096 1.218
O -2.86182 0.56001 -1.33542 -0.565
O -4.06685 -0.34849 0.23586 -0.563
H -0.88531 -0.41817 -2.01772 0.637
H 0.61300 0.56623 1.77398 0.352
H 2.89386 0.23499 1.38744 0.225
H 3.31861 -0.74142 -0.21768 0.311
H 3.37750 1.01011 -0.21712 0.314
H -2.35701 -0.89252 1.71198 0.464
```

Values from the calculation:
Net charge   +1
Max |F|   0.1253 Eh/bohr
HOMO level   -0.546 Eh
Relative energy (zero: lowest compared OMol25 entry of this formula, charge and spin)   7.055 eV
Total energy   -541.6400 hartree
Frontier orbital gap   9.6 eV

---

(3)
# C32H53BFO18P

7 unconnected molecules or ions with the total composition C32H53BFO18P in a non-equilibrium geometry (the ωB97M-V functional and the def2-TZVPD basis, the Open Molecules 2025 dataset).

```
106
Properties=species:S:1:pos:R:3:mulliken_charge:R:1
C -3.48913 -3.45199 1.52233 -1.103
C -2.30974 -2.54381 0.86972 -0.026
C -1.23404 -2.33635 2.07016 -0.140
C -0.78277 -0.82392 2.27659 -1.228
C -0.20799 -0.44196 3.71093 1.244
F 1.06388 0.20173 3.50658 -0.414
O -0.25638 -1.44670 4.72658 -0.047
C 0.72788 -2.43593 4.68539 0.442
O 1.93463 -2.33843 4.47287 -0.470
P 0.11018 -4.20477 5.10911 0.799
O -0.01368 -5.10419 3.89194 -0.600
O 1.09676 -4.87325 6.34226 -0.513
O -1.44587 -4.08168 5.83392 -0.505
B -1.18430 0.77996 4.26338 -0.040
O -2.56744 0.47796 4.53719 -0.607
C -0.60921 2.27119 4.53888 -0.007
C 0.12225 2.24230 5.99870 -0.890
H -2.96724 -4.34286 2.01190 0.261
H -4.21807 -3.79019 0.71413 0.337
H -3.97427 -2.78625 2.31317 0.281
H -1.82258 -3.10383 -0.01924 -0.087
H -2.69713 -1.52799 0.52613 0.325
H -1.57341 -2.83618 3.02990 0.109
H -0.30073 -2.91481 1.72119 0.280
H -0.02057 -0.51789 1.47314 0.201
H -1.70829 -0.17256 2.05134 0.350
H 0.56726 -5.58063 6.78240 0.351
H -1.43114 -3.33732 6.47945 0.331
H -2.61314 0.35588 5.51519 0.315
H -1.50146 2.98531 4.67179 0.093
H 0.07320 2.66975 3.72684 0.196
H -0.14821 3.17753 6.59159 0.237
H 1.24242 2.08901 5.89528 0.228
H -0.32703 1.33665 6.54200 0.323
O -4.34764 -3.92267 -2.14883 -0.588
C -3.31284 -4.07512 -2.74455 0.363
O -2.12686 -3.53621 -2.35430 -0.343
C -1.12707 -3.82158 -3.34403 -0.098
C -1.64019 -5.02895 -4.09257 0.117
C -3.14138 -4.83470 -4.03327 -0.546
H -1.01839 -2.94802 -3.99047 -0.022
H -0.17251 -4.02014 -2.85465 0.343
H -1.24729 -5.10641 -5.10764 -0.141
H -1.36703 -5.94221 -3.55517 0.234
H -3.50531 -4.22000 -4.86002 0.296
H -3.66976 -5.78688 -3.99985 0.348
O 0.18930 -2.71881 -6.12031 -0.568
C 1.00682 -2.11361 -5.47324 0.711
O 1.69735 -2.65161 -4.43422 -0.305
C 2.50026 -1.63551 -3.81896 -0.509
C 2.67793 -0.57356 -4.87991 -0.072
C 1.37916 -0.66694 -5.65421 -0.746
H 1.97176 -1.26026 -2.93727 0.242
H 3.45374 -2.06247 -3.50334 0.309
H 2.87359 0.41776 -4.46834 0.424
H 3.51671 -0.83778 -5.53513 -0.019
H 0.59713 -0.04088 -5.21716 0.288
H 1.52044 -0.42694 -6.70759 0.316
O -0.28228 -8.57645 -6.08737 -0.603
C 0.08102 -7.63468 -6.74046 0.390
O 0.08878 -6.35278 -6.28402 -0.232
C 0.47446 -5.47145 -7.35180 -0.059
C 1.22786 -6.34195 -8.33171 -0.588
C 0.54288 -7.68320 -8.17205 -0.383
H -0.42902 -5.03793 -7.79016 0.245
H 1.09539 -4.66822 -6.95924 -0.026
H 1.20712 -5.95741 -9.35259 0.381
H 2.27490 -6.42587 -8.02430 0.272
H -0.32853 -7.77612 -8.82430 0.247
H 1.23387 -8.50995 -8.33294 0.303
O 0.95664 5.56952 5.72813 -0.580
C 0.15259 6.05444 4.97783 0.472
O -0.41022 5.38695 3.93289 -0.274
C -1.23563 6.28702 3.18370 -0.488
C -1.57747 7.40450 4.14229 -0.263
C -0.34301 7.47527 5.01653 -0.449
H -0.66879 6.64090 2.31722 0.261
H -2.12591 5.76251 2.83289 0.325
H -1.81432 8.34432 3.64044 0.349
H -2.44126 7.12021 4.75050 0.134
H 0.42094 8.13053 4.59141 0.285
H -0.58727 7.77858 6.03460 0.217
O -2.44503 9.12605 8.11861 -0.574
C -3.24976 9.61140 7.37006 0.456
O -3.81503 8.94400 6.32712 -0.293
C -4.64058 9.84519 5.57832 -0.400
C -4.98029 10.96400 6.53653 -0.538
C -3.74359 11.03270 7.40871 -0.341
H -4.07426 10.19807 4.71110 0.235
H -5.53164 9.32152 5.22895 0.344
H -5.21674 11.90352 6.03488 0.321
H -5.84387 10.68090 7.14593 0.263
H -2.97969 11.68662 6.98185 0.249
H -3.98490 11.33631 8.42660 0.291
O 5.07470 -0.23905 -6.38846 -0.627
C 6.15866 -0.64796 -6.05837 0.524
O 7.01813 -1.28063 -6.89828 -0.345
C 8.16184 -1.73012 -6.16029 -0.422
C 8.20644 -0.85815 -4.92657 -0.545
C 6.73932 -0.58127 -4.67100 -0.287
H 8.02615 -2.78801 -5.91741 0.272
H 9.05879 -1.62066 -6.77133 0.308
H 8.71804 -1.32798 -4.08542 0.334
H 8.72260 0.07957 -5.15350 0.268
H 6.27922 -1.35751 -4.05468 0.192
H 6.58622 0.40249 -4.22856 0.321
```

Values from the calculation:
SMILES   CCCC[C@](F)(OC(=O)P(=O)(O)O)B(O)CC.O=C1CCCO1.O=C1CCCO1.O=C1CCCO1.O=C1CCCO1.O=C1CCCO1.O=C1CCCO1
Max |F|   0.0741 Eh/bohr
HOMO level   -0.349 Eh
Total energy   -3071.6173 hartree
Frontier orbital gap   9.7 eV

---

(4)
# C3H5NO2

C3H5NO2 in the gas phase in a non-equilibrium geometry (the ωB97M-V functional and the def2-TZVPD basis, the Open Molecules 2025 dataset).

```
11
Properties=species:S:1:pos:R:3:mulliken_charge:R:1
N 1.47858 0.45757 0.58222 -0.598
C 1.27388 0.01066 -0.58179 0.133
O 0.25387 -0.82021 -0.87212 -0.362
C -0.77305 -0.87121 0.11797 -0.284
C -1.31350 0.54223 0.27799 0.087
O -1.69831 1.03930 1.30849 -0.470
H 2.26432 1.10132 0.58767 0.223
H 1.82724 0.24852 -1.49324 0.378
H -0.43191 -1.28463 1.07076 0.289
H -1.54909 -1.51666 -0.30974 0.284
H -1.33204 1.09311 -0.68822 0.318
```

Values from the calculation:
SMILES   [H]/N=C/OCC=O
Max |F|   0.0200 Eh/bohr
HOMO level   -0.366 Eh
Relative energy (zero: lowest compared OMol25 entry of this formula, charge and spin)   1.709 eV
Total energy   -322.5115 hartree
Frontier orbital gap   10.8 eV